{
  "formula": "C29H77ClNO10",
  "method": "ωB97M-V/def2-TZVPD",
  "elements": ["H", "H", "H", "H", "O", "H", "O", "H", "C", "C", "H", "C", "H", "H", "H", "H", "N", "C", "C", "H", "C", "H", "H", "H", "H", "O", "H", "H", "H", "C", "H", "O", "H", "H", "H", "H", "C", "H", "H", "H", "O", "H", "C", "C", "O", "C", "H", "H", "H", "C", "H", "C", "O", "C", "H", "H", "C", "O", "H", "H", "C", "H", "C", "H", "H", "H", "H", "O", "C", "H", "H", "H", "C", "H", "H", "H", "O", "H", "H", "H", "H", "H", "H", "H", "C", "H", "H", "C", "H", "H", "H", "H", "H", "C", "H", "H", "H", "H", "H", "H", "H", "H", "H", "Cl", "H", "H", "H", "C", "C", "H", "H", "H", "C", "H", "C", "C", "C", "C"],
  "coordinates": [[4.35041, -7.10163, 3.16991], [-5.13124, 3.91539, -2.49965], [5.19328, -6.10751, -5.04762], [-2.09352, 0.99519, 0.96864], [-5.11838, 12.99180, -2.91345], [-5.25851, 14.45609, -1.44884], [-4.46838, 4.20426, -0.62006], [3.14445, -0.64315, -1.54430], [-1.23236, -0.13233, -0.68656], [2.28918, -3.24162, 4.35407], [4.67778, -8.37201, -4.80749], [5.90660, -1.60316, 7.47139], [5.14748, -4.17787, -2.98535], [-2.16253, -5.21837, 3.68275], [-0.33471, 0.90365, 1.04848], [-7.51559, 14.09568, -3.49006], [1.20825, -0.35407, -0.74224], [-0.90056, -5.55409, 5.39460], [2.31539, -1.23430, -1.16632], [2.50077, -5.65223, 1.35319], [-1.44397, -4.66707, 4.29038], [1.90105, -7.54901, 3.34420], [6.93808, -3.27605, 8.36437], [-6.43214, 8.91403, -2.74837], [-2.00756, 0.48283, -2.60882], [-5.45554, -0.33917, -1.16841], [-6.25450, -0.73123, -1.53624], [4.91605, -2.05307, 7.55836], [-7.46900, 15.32379, -2.21389], [-1.43761, 0.95445, -1.80689], [-2.63344, 2.65635, -2.22474], [8.28916, -2.12298, 7.29091], [-4.53022, 9.13349, -4.80892], [-4.59784, 13.54982, -3.50041], [5.94318, -1.01244, 6.55517], [7.06000, -7.74395, -5.30961], [-4.74309, -2.53257, -0.36025], [-6.19283, 10.98618, -4.99075], [-5.83798, -1.04098, 0.75114], [-0.19619, -4.99380, 6.01937], [4.95259, -6.41543, -4.16742], [1.82500, -7.87867, 1.61613], [-1.23681, 0.35636, 0.76954], [-6.85688, 14.71103, -2.87665], [2.12358, -5.90801, 2.20101], [0.03282, -0.83379, -0.99150], [3.93748, -4.64008, 4.34451], [-0.60019, -2.33913, -2.40232], [-4.62233, 4.79445, 0.12516], [-5.90582, 13.83922, -2.08059], [0.12202, -2.92061, -0.88145], [-5.85352, 9.53366, -3.43447], [5.24703, -1.51478, -3.61444], [6.98638, -2.66823, 7.45450], [0.44568, -6.45779, 4.32020], [-6.30535, 15.38151, -3.53975], [1.59871, -2.05256, -2.23589], [-5.06647, 8.61817, -4.19777], [-5.21982, 6.74630, -1.32454], [-0.63454, -4.32737, 3.63891], [3.82710, -7.66174, 2.39459], [4.97912, -8.11529, -3.08937], [-2.13277, 2.23838, -1.34928], [4.55314, -2.04957, -4.01435], [6.84781, -3.33791, 6.60521], [-1.70562, 4.14261, -0.41284], [-6.36827, 4.50976, -1.39483], [2.04464, -1.83575, 4.27405], [5.27840, -7.80456, -4.08996], [6.80615, -3.71752, -3.35760], [4.29065, -7.42331, 1.43386], [4.87599, -2.06391, -1.65546], [6.75497, -8.06277, -4.31034], [3.96692, -8.72649, 2.58107], [-1.70660, -5.90222, 6.03922], [-5.67289, 6.32425, -2.97761], [-0.28241, -6.73146, 4.88781], [2.42112, -1.52113, 3.44601], [6.52350, -1.58831, -2.05608], [6.04225, -0.92183, 8.31418], [-1.30822, -0.50436, 1.43781], [-0.46635, 1.22832, -2.23544], [8.46976, -1.53971, 8.03511], [6.98049, -9.12526, -4.21491], [2.35461, -7.30725, 2.38385], [-4.00043, 6.14875, -2.45133], [-0.52423, 3.65184, -1.62404], [5.66556, -2.15779, -2.40959], [-2.93395, 2.03860, -0.63793], [7.35197, -7.51327, -3.58219], [1.56570, -1.42639, -3.13250], [1.86790, -3.55818, 5.30783], [-3.96459, -2.58128, -1.12521], [0.18305, -2.15815, -1.66891], [-7.37210, 11.04086, -3.68516], [-6.45985, 13.16605, -1.42646], [-5.62211, -3.04715, -0.75233], [-4.18403, -0.57892, 0.36393], [-1.93700, -3.78700, 4.70642], [-7.43818, 9.73393, -4.88522], [4.32546, -3.05992, 5.05786], [4.16362, -3.22616, 3.30850], [1.34654, 0.53752, -0.27932], [2.84536, -2.19812, 0.21616], [6.34010, -4.07928, -1.68944], [-4.40417, -3.07531, 0.52361], [-2.02435, -0.87536, -0.80098], [-6.77216, 10.36980, -4.30047], [-5.03894, 6.03968, -2.13858], [-0.50747, 2.89393, -0.03412], [-5.20759, 10.18548, -2.83911], [2.08216, -2.99395, -2.48220], [-5.32064, 4.62139, -1.69067], [1.75350, -3.76491, 3.55603], [6.01017, -3.61594, -2.62018], [3.76644, -3.56606, 4.27018], [-5.06847, -1.08827, -0.02513], [-1.16372, 3.28805, -0.81498]],
  "atomic_forces_ev_per_a": [[-0.0003, -0.0215, 0.0137], [-0.0144, -0.0082, -0.0030], [0.0117, -0.0047, 0.0206], [0.0314, 0.0113, -0.0777], [0.0286, 0.0134, -0.0255], [-0.0083, -0.0088, 0.0193], [0.0344, 0.0376, 0.0662], [0.0902, -0.0565, 0.1210], [-0.0387, 0.0224, 0.1605], [0.0166, 0.0482, -0.0916], [-0.0108, -0.0099, 0.0152], [0.0335, 0.0431, -0.0545], [0.0136, -0.0360, 0.0365], [-0.0094, 0.0007, 0.0073], [-0.0874, 0.0828, -0.0471], [-0.0086, 0.0031, 0.0077], [-0.0118, 0.0730, -0.0134], [0.0322, -0.0248, -0.0005], [-0.3426, 0.3300, -0.3915], [0.0215, -0.0293, 0.0195], [-0.0087, -0.0311, -0.0487], [0.0113, -0.0872, -0.0042], [-0.0111, -0.0134, -0.0079], [0.0006, -0.0020, 0.0053], [0.0169, -0.0062, 0.0332], [0.0843, -0.0327, -0.0243], [0.0000, 0.0402, 0.0107], [-0.0044, -0.0015, 0.0175], [0.0037, 0.0039, 0.0099], [0.0875, -0.0306, 0.0346], [-0.0462, 0.0010, 0.0604], [-0.0332, 0.0318, 0.0030], [-0.0126, -0.0272, 0.0008], [-0.0093, -0.0141, 0.0148], [-0.0151, -0.0091, -0.0061], [-0.0005, -0.0230, -0.0078], [0.0182, 0.0296, -0.0317], [-0.0026, 0.0346, 0.0271], [0.0023, 0.0161, 0.0044], [-0.0209, 0.0030, 0.0192], [-0.0261, -0.0021, -0.0577], [-0.0225, -0.0075, 0.0188], [0.0574, -0.1712, 0.1367], [0.0134, -0.0424, -0.0467], [-0.0049, 0.0409, -0.0383], [0.0208, -0.2063, -0.1064], [-0.0187, -0.0027, -0.0183], [-0.0083, -0.0214, 0.0483], [-0.0084, -0.0040, -0.0293], [-0.0025, 0.0011, -0.0159], [-0.1253, -0.0179, -0.0771], [0.0302, 0.0275, 0.0131], [-0.1629, 0.0817, 0.1014], [0.0227, 0.0058, 0.0184], [-0.0246, 0.0468, -0.0451], [-0.0033, 0.0172, 0.0146], [0.0855, 0.0280, -0.0921], [0.0032, 0.0400, -0.0054], [-0.0245, 0.0080, -0.0126], [0.0032, 0.0110, 0.0107], [0.0208, 0.1358, -0.0235], [-0.0064, -0.0108, -0.0014], [-0.0340, 0.0695, -0.1799], [0.1256, -0.0644, -0.0779], [-0.0117, -0.0187, 0.0099], [-0.0001, -0.0396, 0.0122], [-0.0072, -0.0207, -0.0215], [-0.0684, -0.0186, -0.0476], [0.0057, 0.0019, 0.0033], [0.0220, 0.0062, 0.0186], [0.0018, -0.0309, -0.0048], [0.0967, -0.0511, 0.1034], [0.0041, 0.0666, 0.0108], [-0.0151, -0.0079, -0.0066], [-0.0038, 0.0108, 0.0096], [0.0033, 0.0072, -0.0093], [0.0295, 0.0744, -0.0259], [0.0472, 0.0091, 0.0502], [0.0225, -0.0051, -0.0169], [-0.0157, -0.0252, 0.0226], [0.0312, 0.0339, 0.0002], [-0.0510, 0.0178, -0.0033], [0.0143, -0.0198, -0.0172], [-0.0070, -0.0078, -0.0041], [0.0034, -0.0700, 0.0214], [-0.0073, 0.0058, -0.0210], [0.0030, -0.0112, 0.0446], [-0.0773, -0.0049, -0.0961], [-0.0040, -0.0407, -0.0505], [0.0019, -0.0124, 0.0069], [0.0565, -0.1276, -0.0319], [0.0103, 0.0097, 0.0136], [0.0029, -0.0086, 0.0024], [-0.0049, 0.1485, -0.0519], [0.0062, 0.0159, 0.0031], [0.0011, 0.0049, 0.0139], [-0.0020, -0.0138, 0.0179], [-0.0257, 0.0155, 0.0515], [0.0057, 0.0060, 0.0164], [-0.0053, -0.0109, 0.0242], [-0.0269, -0.0097, 0.0235], [0.0581, -0.0633, -0.0030], [0.0981, -0.0928, 0.0970], [0.1115, -0.1068, 0.2209], [-0.0034, 0.0069, 0.0078], [-0.0086, 0.0046, 0.0126], [-0.0607, 0.0966, 0.0377], [-0.0196, -0.0544, -0.0753], [0.0588, -0.0356, 0.0559], [-0.0701, 0.0489, 0.0456], [-0.0159, 0.0000, 0.0155], [0.0112, -0.0055, 0.1747], [-0.0062, 0.0044, 0.0131], [-0.0258, -0.0450, 0.0584], [-0.0055, 0.0466, -0.0599], [0.0180, 0.0920, -0.0027], [0.0174, -0.0405, -0.0354], [0.0546, -0.0459, -0.0620]],
  "mulliken_charge": [0.24, 0.28, 0.28, 0.42, -0.46, 0.30, -0.44, 0.55, 1.73, 0.23, 0.27, -0.95, 0.24, 0.32, 0.46, 0.25, 0.09, -0.24, -0.36, 0.16, -0.80, 0.23, 0.26, 0.28, 0.37, -0.50, 0.29, 0.27, 0.33, -0.57, 0.37, -0.53, 0.28, 0.26, 0.24, 0.33, -1.02, 0.30, 0.36, 0.21, -0.46, 0.30, -1.83, -1.00, -0.30, -0.61, 0.19, 0.44, 0.26, -0.26, 0.24, -0.11, -0.53, -0.21, 0.25, 0.32, -0.83, -0.51, 0.31, 0.10, -1.06, 0.26, -0.39, 0.32, 0.23, 0.35, 0.29, -0.56, -0.26, 0.30, 0.29, -0.43, -1.02, 0.37, 0.34, 0.32, -0.53, 0.29, 0.35, 0.40, 0.44, 0.38, 0.30, 0.35, -0.18, 0.23, 0.37, 0.48, 0.29, 0.25, 0.36, 0.22, 0.25, -0.60, 0.23, 0.28, 0.39, 0.03, 0.33, 0.37, 0.21, 0.19, 0.34, -0.09, 0.34, 0.28, -0.38, -1.05, -0.87, 0.25, 0.21, 0.43, -0.35, -0.04, -1.04, -0.76, -0.05, -1.33],
  "energy_ev": -65801.0767,
  "multiplicity": 1,
  "e_homo_ha": -0.41891,
  "lumo_ev": -3.7,
  "total_charge": 1
}

=====

{
  "formula": "C14H16O",
  "method": "ωB97M-V/def2-TZVPD",
  "elements": ["C", "H", "C", "C", "H", "H", "H", "H", "H", "C", "H", "H", "H", "O", "C", "C", "C", "H", "C", "H", "H", "C", "H", "C", "C", "C", "C", "C", "H", "H", "H"],
  "coordinates": [[2.11153, 0.22142, 1.45338], [2.49196, -2.92322, 0.24252], [2.16798, -0.85514, 0.51147], [2.21791, -2.26061, 1.06239], [-1.84037, 2.24709, -1.15489], [-1.66578, -0.81707, 2.53857], [-3.54553, 1.76657, -1.66830], [2.19145, -0.11693, 2.47900], [1.51514, 3.31623, -1.50988], [1.63775, 0.68533, -1.22613], [-3.11982, -0.98829, -2.19862], [2.91499, -2.41439, 1.88683], [-2.12440, 1.23338, -2.53129], [1.99299, 3.06181, -0.70339], [1.92373, 1.72630, -0.37490], [-2.16601, -2.06491, 0.90658], [-2.46240, 0.28393, -0.57576], [2.59922, 2.38790, 1.50749], [-2.01996, 0.35355, 0.72206], [-2.64768, -3.01296, -0.98240], [-2.00260, -2.92956, 1.53300], [2.22091, 1.51644, 0.99702], [1.24585, 0.77556, -2.23138], [-2.50529, 1.47137, -1.53711], [2.02074, -0.60245, -0.82396], [-2.61832, -2.09176, -0.40316], [-2.82481, -0.94105, -1.16390], [-1.95392, -0.81966, 1.49478], [1.23310, -2.48262, 1.48286], [-1.55258, 1.24490, 1.12217], [2.11022, -1.39102, -1.56063]],
  "atomic_forces_ev_per_a": [[1.1547, -0.9949, -0.8530], [-0.2543, -0.3599, 0.2084], [-0.3520, 0.2875, 1.5885], [0.0382, 0.2793, -0.1954], [-0.4861, 0.4004, 0.0168], [0.1778, 0.3395, -0.0410], [0.1074, 0.5215, 0.1238], [0.1119, 0.5891, 0.2190], [0.2621, -0.5599, 0.2691], [0.8159, -0.3220, -0.5218], [-0.0840, -0.0603, -0.1062], [0.2265, 0.2380, -0.1263], [-0.0084, -0.3425, 0.0759], [-0.4786, 0.3396, -0.5290], [-0.0621, 0.7489, 0.8685], [-0.4497, 1.1048, 0.4558], [-0.3315, 0.1522, -2.2012], [-0.4771, -0.0360, 0.6156], [0.5018, -0.7429, 0.7812], [-0.3588, -0.2124, 0.4987], [-0.0796, -0.3089, -0.3386], [-0.2714, -0.5655, -1.2556], [0.3174, 0.5424, -0.1146], [0.4208, -0.2746, 0.7109], [-0.8380, 0.2582, 0.1057], [0.2408, -0.5935, -1.5219], [0.7893, -0.0650, 2.0043], [0.1315, -0.1930, -0.4563], [-0.0247, -0.3455, -0.3267], [-0.4416, 0.2711, -0.0056], [-0.2984, -0.0958, 0.0512]],
  "nbo_charge": [-0.18, 0.21, -0.05, -0.62, 0.21, 0.21, 0.22, 0.21, 0.48, -0.29, 0.21, 0.21, 0.21, -0.69, 0.29, -0.24, 0.01, 0.23, -0.24, 0.21, 0.22, -0.26, 0.21, -0.63, -0.19, -0.20, -0.22, -0.18, 0.22, 0.22, 0.21],
  "energy_ev": -16824.1112,
  "multiplicity": 1,
  "e_homo_ha": -0.30078,
  "lumo_ev": 0.7,
  "total_charge": 0
}

=====

Copy entry 2 word for word.
{
  "formula": "C14H16O",
  "method": "ωB97M-V/def2-TZVPD",
  "elements": ["C", "H", "C", "C", "H", "H", "H", "H", "H", "C", "H", "H", "H", "O", "C", "C", "C", "H", "C", "H", "H", "C", "H", "C", "C", "C", "C", "C", "H", "H", "H"],
  "coordinates": [[2.11153, 0.22142, 1.45338], [2.49196, -2.92322, 0.24252], [2.16798, -0.85514, 0.51147], [2.21791, -2.26061, 1.06239], [-1.84037, 2.24709, -1.15489], [-1.66578, -0.81707, 2.53857], [-3.54553, 1.76657, -1.66830], [2.19145, -0.11693, 2.47900], [1.51514, 3.31623, -1.50988], [1.63775, 0.68533, -1.22613], [-3.11982, -0.98829, -2.19862], [2.91499, -2.41439, 1.88683], [-2.12440, 1.23338, -2.53129], [1.99299, 3.06181, -0.70339], [1.92373, 1.72630, -0.37490], [-2.16601, -2.06491, 0.90658], [-2.46240, 0.28393, -0.57576], [2.59922, 2.38790, 1.50749], [-2.01996, 0.35355, 0.72206], [-2.64768, -3.01296, -0.98240], [-2.00260, -2.92956, 1.53300], [2.22091, 1.51644, 0.99702], [1.24585, 0.77556, -2.23138], [-2.50529, 1.47137, -1.53711], [2.02074, -0.60245, -0.82396], [-2.61832, -2.09176, -0.40316], [-2.82481, -0.94105, -1.16390], [-1.95392, -0.81966, 1.49478], [1.23310, -2.48262, 1.48286], [-1.55258, 1.24490, 1.12217], [2.11022, -1.39102, -1.56063]],
  "atomic_forces_ev_per_a": [[1.1547, -0.9949, -0.8530], [-0.2543, -0.3599, 0.2084], [-0.3520, 0.2875, 1.5885], [0.0382, 0.2793, -0.1954], [-0.4861, 0.4004, 0.0168], [0.1778, 0.3395, -0.0410], [0.1074, 0.5215, 0.1238], [0.1119, 0.5891, 0.2190], [0.2621, -0.5599, 0.2691], [0.8159, -0.3220, -0.5218], [-0.0840, -0.0603, -0.1062], [0.2265, 0.2380, -0.1263], [-0.0084, -0.3425, 0.0759], [-0.4786, 0.3396, -0.5290], [-0.0621, 0.7489, 0.8685], [-0.4497, 1.1048, 0.4558], [-0.3315, 0.1522, -2.2012], [-0.4771, -0.0360, 0.6156], [0.5018, -0.7429, 0.7812], [-0.3588, -0.2124, 0.4987], [-0.0796, -0.3089, -0.3386], [-0.2714, -0.5655, -1.2556], [0.3174, 0.5424, -0.1146], [0.4208, -0.2746, 0.7109], [-0.8380, 0.2582, 0.1057], [0.2408, -0.5935, -1.5219], [0.7893, -0.0650, 2.0043], [0.1315, -0.1930, -0.4563], [-0.0247, -0.3455, -0.3267], [-0.4416, 0.2711, -0.0056], [-0.2984, -0.0958, 0.0512]],
  "nbo_charge": [-0.18, 0.21, -0.05, -0.62, 0.21, 0.21, 0.22, 0.21, 0.48, -0.29, 0.21, 0.21, 0.21, -0.69, 0.29, -0.24, 0.01, 0.23, -0.24, 0.21, 0.22, -0.26, 0.21, -0.63, -0.19, -0.20, -0.22, -0.18, 0.22, 0.22, 0.21],
  "energy_ev": -16824.1112,
  "multiplicity": 1,
  "e_homo_ha": -0.30078,
  "lumo_ev": 0.7,
  "total_charge": 0
}

=====

> multiplicity of number 2 (C14H16O)?

1

=====

> Look up the multiplicity of the first one.

1